Computed, not measured: 2 unconnected molecules or ions with the total composition C4H12N2O at a distorted geometry, with wB97M-V/def2-TZVPD.

Values from the calculation:
HOMO energy in Eh: -0.268
Energy above the lowest of the compared OMol25 structures with the same formula, charge and spin in kJ/mol: 322.1
Strongest force on any atom in eV Å⁻¹: 3.9
Molecular weight in g/mol: 104.2
Total charge: 0

Last column: natural (NBO) charge in e.
Atoms and positions in Å:
O (1.0491, 2.0307, 1.3628)  -0.7635
N (-1.5226, 1.2824, -0.2687)  -0.8672
N (-0.1385, -0.9629, 1.1233)  -0.8113
C (-0.6265, -1.0292, -0.1576)  0.2332
C (-0.8553, 0.1541, -0.8468)  -0.2270
C (1.6489, 1.4412, 0.2089)  -0.3189
C (-0.5965, -2.3568, -0.8482)  -0.6525
H (0.2993, -2.9274, -0.5892)  0.2022
H (-1.1211, 1.5533, 0.6214)  0.3766
H (0.4494, -1.7401, 1.4009)  0.3754
H (1.6575, 2.6646, 1.7605)  0.4725
H (-0.6205, -2.2359, -1.9314)  0.2313
H (-2.5283, 1.1969, -0.2446)  0.3685
H (1.9924, 2.2130, -0.4835)  0.1677
H (-1.4709, -2.9539, -0.5553)  0.2279
H (0.3427, -0.0618, 1.3038)  0.4067
H (-1.1344, 0.0306, -1.8884)  0.1887
H (2.5226, 0.8388, 0.4836)  0.1596
H (0.6525, 0.8623, -0.4514)  0.2299

Atomic forces in eV per Å
0.0 0.0 0.2
1.2 0.9 0.2
0.3 0.6 0.5
1.2 1.2 -1.2
-2.7 -2.0 0.1
-2.1 -0.4 -1.7
0.1 -0.1 0.0
0.0 -0.1 0.0
-0.4 0.2 0.0
-0.3 0.1 0.0
-0.1 -0.1 -0.1
-0.1 0.1 0.1
0.1 -0.2 0.2
0.0 0.1 0.0
0.2 0.1 0.0
-0.6 -0.9 0.2
0.1 -0.1 -0.1
-0.4 -0.4 -0.2
3.3 1.2 1.7